[1]
Computed, not measured: C25H41Cl3O2P2Re as an isolated structure in a non-equilibrium geometry, with the ωB97M-V functional and the def2-TZVPD basis.

Atoms and positions in Å:
Re (-0.6085, -0.7075, -0.2224)
C (-1.0863, -2.1159, 1.5465)
C (0.2472, -2.5237, 1.1821)
C (0.4090, -0.4614, 2.2292)
C (-0.9961, -0.7610, 2.0703)
C (1.1626, -1.5348, 1.6899)
C (-2.2732, -3.0138, 1.6922)
H (-2.0555, -4.0116, 1.2993)
H (-3.1695, -2.6275, 1.1683)
H (-2.5356, -3.0942, 2.7573)
C (-2.1185, -0.0021, 2.6766)
H (-3.0782, -0.5073, 2.5313)
H (-2.1921, 1.0176, 2.2620)
H (-1.9422, 0.1106, 3.7585)
C (0.9707, 0.7112, 2.9375)
H (1.5720, 0.3927, 3.8015)
H (0.1780, 1.3733, 3.3005)
H (1.6220, 1.2948, 2.2737)
C (2.6386, -1.6227, 1.6692)
H (3.0383, -1.7980, 2.6811)
H (3.0648, -0.6772, 1.3100)
H (2.9856, -2.4287, 1.0132)
C (0.6133, -3.8142, 0.5403)
H (0.9960, -4.5266, 1.2844)
H (1.3995, -3.6911, -0.2128)
H (-0.2524, -4.2668, 0.0419)
C (-1.0641, 1.1100, -0.9454)
C (-1.7587, -0.1030, -1.7187)
C (-1.1267, -0.6155, -3.0263)
C (0.2220, -1.2952, -2.7961)
C (0.8572, -0.9016, -1.4420)
C (1.6447, 0.4379, -1.5671)
C (0.9653, 1.5206, -2.4598)
C (-0.3646, 2.0577, -1.9553)
H (-1.0521, 0.2207, -3.7279)
H (0.9305, -1.0389, -3.5937)
H (-1.8189, -1.3297, -3.4842)
H (-1.0540, 2.2688, -2.7815)
H (-1.8450, 1.6879, -0.4377)
H (-2.7449, 0.3242, -1.9330)
H (-0.2002, 2.9828, -1.3834)
H (1.6548, 2.3745, -2.5188)
H (2.5415, 0.1224, -2.1262)
H (0.8581, 1.1490, -3.4890)
H (0.1183, -2.3880, -2.8566)
H (1.5612, -1.6721, -1.1134)
P (-2.9339, -1.4894, -0.7432)
C (-4.4157, -0.5804, -0.2550)
C (-3.4375, -2.7474, -1.9235)
P (3.9587, 1.3312, 0.0457)
C (2.2144, 1.1128, -0.3530)
C (4.8805, 0.3131, -1.2042)
C (4.3482, 3.0306, -0.5903)
H (-4.1664, 0.3364, 0.2976)
H (-5.0179, -1.2473, 0.3784)
H (-4.9757, -0.3370, -1.1695)
H (-2.5731, -3.3300, -2.2671)
H (-3.9348, -2.2679, -2.7726)
H (-4.1411, -3.4194, -1.4126)
H (4.3028, 3.0456, -1.6891)
H (5.3638, 3.2967, -0.2565)
H (3.6276, 3.7443, -0.1699)
H (1.5254, 1.8147, 0.1400)
H (-0.2038, 0.9787, -0.1391)
H (5.8947, 0.1637, -0.8012)
H (4.9571, 0.8404, -2.1660)
H (4.4114, -0.6694, -1.3401)
Cl (-1.6123, 3.4665, 4.2094)
C (-0.9071, 4.3907, 2.8492)
Cl (-1.8504, 5.8721, 2.5628)
Cl (0.7736, 4.7962, 3.2343)
C (-0.9791, 3.5047, 1.4936)
O (-2.0865, 2.9409, 1.3277)
O (0.0628, 3.4823, 0.7886)

* orbital gap (alpha / beta): 4.0 / 4.9 eV
* 2S+1: 4
* total charge: +2
* HOMO energy (alpha / beta): -12.85 / -13.59 eV
* LUMO energy (alpha / beta): -8.89 / -8.71 eV
* energy above the lowest of the compared OMol25 structures with the same formula, charge and spin: 610.11 kJ/mol

---

[2]
Computed, not measured: one molecule with the formula C25H41NO2, with the ωB97M-V functional and the def2-TZVPD basis.

Atoms and positions in Å:
C (2.6948, -2.6080, -4.4393)
C (3.2427, -3.3559, -3.2296)
N (3.5971, -2.4712, -2.1316)
C (4.5667, -1.4410, -2.4510)
C (5.9636, -1.9198, -2.8669)
C (3.9190, -3.1992, -0.9219)
C (2.6960, -3.9506, -0.3407)
O (1.4445, -3.4135, -0.6770)
C (0.9278, -2.3800, 0.1408)
C (1.6416, -1.0399, -0.0242)
C (0.9206, 0.0528, 0.7570)
C (-0.5514, 0.2573, 0.3470)
C (-0.6198, 0.7871, -1.0933)
C (-1.2381, -1.0927, 0.4032)
C (-2.4078, -1.2884, 0.9946)
C (-3.2174, -0.2278, 1.6635)
C (-2.7500, 1.1755, 1.2818)
C (-1.2127, 1.2385, 1.3559)
C (-0.6800, 2.6742, 1.2087)
C (-1.3465, 3.6785, 2.1529)
C (-2.8570, 3.6291, 1.9596)
C (-3.2596, 4.1684, 0.5773)
C (-3.7045, 4.4347, 2.9307)
O (-3.4329, 5.4997, 3.4158)
C (-4.9874, 3.6517, 3.1693)
C (-4.8434, 2.3384, 2.3903)
C (-3.3261, 2.2001, 2.2518)
C (-0.5368, -2.2317, -0.2795)
H (3.4744, -2.0699, -4.9727)
H (2.2438, -3.3186, -5.1279)
H (1.9324, -1.9022, -4.1208)
H (2.4543, -4.0091, -2.8528)
H (4.0924, -3.9914, -3.5388)
H (4.6605, -0.8013, -1.5676)
H (4.1462, -0.8279, -3.2505)
H (6.4191, -2.5167, -2.0801)
H (5.9148, -2.5177, -3.7735)
H (6.6005, -1.0599, -3.0581)
H (4.2852, -2.4742, -0.1910)
H (4.7184, -3.9481, -1.0739)
H (2.6763, -4.9706, -0.7387)
H (2.8079, -4.0176, 0.7517)
H (0.9818, -2.6908, 1.2000)
H (1.7000, -0.8034, -1.0858)
H (2.6620, -1.1150, 0.3519)
H (1.4678, 0.9878, 0.6281)
H (0.9496, -0.2077, 1.8191)
H (-1.6337, 1.0875, -1.3453)
H (-0.3203, 0.0162, -1.7960)
H (0.0462, 1.6353, -1.2287)
H (-2.8376, -2.2817, 1.0162)
H (-4.2704, -0.3560, 1.4007)
H (-3.1412, -0.3571, 2.7495)
H (-3.0860, 1.3893, 0.2648)
H (-0.9417, 0.8891, 2.3603)
H (-0.8239, 3.0188, 0.1868)
H (0.3919, 2.6784, 1.4099)
H (-0.9635, 4.6813, 1.9564)
H (-1.1092, 3.4306, 3.1901)
H (-2.8696, 3.5476, -0.2224)
H (-4.3402, 4.2213, 0.4738)
H (-2.8614, 5.1746, 0.4623)
H (-5.8526, 4.2458, 2.8743)
H (-5.0735, 3.4720, 4.2425)
H (-5.2890, 1.5003, 2.9238)
H (-5.3163, 2.4042, 1.4103)
H (-2.9375, 1.9457, 3.2478)
H (-1.0608, -3.1670, -0.0784)
H (-0.5397, -2.0881, -1.3625)

* SMILES string: CCN(CC)CCO[C@H]1CC[C@@]2(C)C(=CC[C@@H]3[C@@H]2CC[C@]2(C)C(=O)CC[C@@H]32)C1
* orbital gap: 9.0 eV
* HOMO energy: -8.28 eV
* LUMO energy: 0.73 eV
* energy above the lowest of the compared OMol25 structures with the same formula, charge and spin: 5.64 kJ/mol